[1]
Entry from the OMol25 dataset: C25H23CoIN17PSe as an isolated structure in a non-equilibrium geometry (ωB97M-V/def2-TZVPD).

HOMO energy (alpha / beta) = -10.38 / -10.41 eV
energy above the lowest of the compared OMol25 structures with the same formula, charge and spin = 1.76 kcal/mol
charge = +1
M = 857.349 g/mol
spin multiplicity = 5
<S²> = 6.012

Positions of all 69 atoms, in Å:
Co: 0.86163 -1.04029 0.44944
N: -0.33639 -1.71786 3.60490
C: -0.69898 -0.48124 3.07885
N: -1.43129 0.41739 3.81394
N: -1.63353 1.42016 2.99082
N: -1.14185 1.18190 1.81226
N: -0.52991 -0.05883 1.81122
C: -0.00593 -2.77569 2.81204
N: -0.08510 -4.02341 3.22122
N: 0.23258 -4.73149 2.15993
N: 0.58213 -3.91009 1.15932
N: 0.38774 -2.66264 1.58008
H: -0.45193 -1.76067 4.63155
Se: 8.41852 0.50803 -0.35443
N: 7.12975 1.33726 0.58148
C: 6.08855 0.54890 0.60601
C: 4.75629 0.87148 1.26637
C: 4.49460 1.95027 2.10141
C: 3.23928 2.18125 2.55204
C: 2.18883 1.37624 2.07787
N: 2.43491 0.31925 1.29208
C: 3.69445 0.04130 0.86097
C: 3.85821 -1.16284 0.01204
N: 2.71507 -1.91247 -0.29282
C: 2.85479 -3.00714 -0.99159
C: 4.08003 -3.51029 -1.38079
C: 5.21186 -2.70130 -1.10156
C: 5.12962 -1.56109 -0.39960
C: 6.26595 -0.70681 -0.13985
N: 7.40791 -0.89710 -0.73021
H: 5.28144 2.62038 2.30918
H: 3.01244 2.94937 3.27242
H: 1.21911 1.43989 2.58154
H: 1.94677 -3.59674 -1.19205
H: 4.09483 -4.33742 -2.06161
H: 6.14924 -3.01764 -1.47641
C: -4.80391 3.41631 0.37580
N: -5.32013 2.09021 0.47730
C: -5.75715 1.60808 -0.80948
N: -4.72406 1.68324 -1.84887
C: -4.28216 3.08869 -1.91647
N: -3.78526 3.62441 -0.62891
C: -2.57767 2.99058 -0.16046
P: -2.85940 1.21214 0.10400
C: -4.34478 1.16389 1.17686
C: -3.59202 0.74075 -1.57428
H: -4.45214 3.81923 1.29603
H: -5.64270 4.03161 -0.02269
H: -6.54410 2.20188 -1.18542
H: -6.00911 0.56905 -0.82407
H: -5.07845 3.70427 -2.30016
H: -3.51037 3.20585 -2.66939
H: -2.21239 3.50227 0.68457
H: -1.81730 3.12941 -0.97860
H: -4.13396 1.47146 2.12777
H: -4.79769 0.18213 1.20284
H: -4.02248 -0.28735 -1.50713
H: -2.89132 0.79709 -2.39125
I: 1.57280 1.18439 -2.05043
C: 0.47293 -0.57128 -2.49279
C: -0.19477 -0.75494 -3.71523
C: -1.04724 -1.86459 -3.90128
C: -1.03736 -2.80716 -2.85518
C: -0.48240 -2.43484 -1.63871
N: 0.18417 -1.32189 -1.49162
H: -0.06585 -0.08246 -4.51057
H: -1.64255 -2.03476 -4.73992
H: -1.49534 -3.77590 -2.94294
H: -0.52744 -3.07179 -0.80736

***

[2]
Entry from the OMol25 dataset: C37H43BaNO2P as an isolated structure in a non-equilibrium geometry (ωB97M-V/def2-TZVPD).

HOMO energy = -2.87 eV
energy above the lowest of the compared OMol25 structures with the same formula, charge and spin = 0.00 kcal/mol
charge = -1
M = 702.058 g/mol

Positions of all 85 atoms, in Å:
O: -3.02155 3.30032 -2.84470
C: -4.41459 3.42644 -2.42182
C: -4.96642 2.60099 -3.58155
H: -4.89863 4.46478 -2.30061
H: -4.37959 2.89327 -1.48296
C: -3.51482 2.52862 -4.05342
H: -5.70508 3.15566 -4.16085
H: -5.29962 1.63049 -3.26335
C: -3.10523 3.37147 -5.30188
H: -3.34629 4.46216 -5.24765
H: -3.62161 3.06372 -6.22747
H: -2.01385 3.28294 -5.46989
C: -2.99815 1.07568 -4.05464
H: -3.45500 0.45307 -3.27326
H: -1.90738 0.92892 -3.89859
H: -3.21818 0.48980 -4.97447
Ba: 0.34894 1.45313 0.36883
C: -1.66818 -1.38521 0.21259
C: -1.78902 -1.02666 1.57517
C: -2.39326 0.25996 1.63643
H: -1.54965 -1.67224 2.41636
C: -2.56992 0.72466 0.29930
C: -2.12439 -0.30222 -0.57416
H: -2.15316 -0.27215 -1.66258
H: -1.26208 -2.31872 -0.16924
H: -2.71209 0.76247 2.55054
H: -3.02889 1.65674 -0.03263
C: 1.57460 -1.02499 -1.40614
C: 0.35594 -0.73661 -2.04719
C: 0.45154 0.57945 -2.58107
H: -0.47077 -1.44147 -2.13979
C: 1.63982 1.17662 -2.07785
C: 2.37182 0.15318 -1.41175
H: 3.40884 0.21367 -1.09783
H: 1.86913 -2.01107 -1.05775
H: -0.14842 0.98694 -3.38942
H: 1.90951 2.23742 -2.15502
O: -0.28835 4.99480 -0.31438
C: -0.84801 5.76851 -1.41596
C: -0.88672 7.23529 -1.01392
H: -1.83759 5.30306 -1.63595
H: -0.20034 5.63554 -2.31365
C: -0.44091 7.30161 0.45715
H: -1.86869 7.62997 -1.19492
H: -0.21719 7.83186 -1.62465
C: 0.07452 5.89382 0.78748
H: -1.29221 7.60835 1.06218
H: 0.32177 8.06224 0.61983
H: -0.37341 5.56539 1.74011
H: 1.17339 5.87897 0.92894
N: 1.10088 -0.82246 1.44825
P: 1.67001 -2.20396 1.88696
C: 3.17670 -2.84285 1.10186
C: 3.44758 -4.19637 0.86241
C: 4.65018 -4.62524 0.30239
C: 5.66572 -3.69698 0.09369
C: 5.42490 -2.33481 0.31674
C: 4.17319 -1.91911 0.78844
C: 2.00291 -2.41681 3.66280
C: 2.90984 -3.39607 4.08759
C: 3.14440 -3.66133 5.44323
C: 2.42087 -2.95187 6.41471
C: 1.48171 -1.99069 6.02934
C: 1.30348 -1.71596 4.66576
C: 0.61317 -3.60415 1.46417
C: -0.09375 -4.25702 2.47082
C: -0.86115 -5.39699 2.21183
C: -1.01765 -5.82566 0.88931
C: -0.32199 -5.19104 -0.14842
C: 0.46407 -4.07193 0.15006
H: 2.72409 -4.95258 1.10521
H: 4.79841 -5.68129 0.06315
H: 6.64176 -4.03627 -0.25564
H: 6.21303 -1.59285 0.14241
H: 3.97516 -0.86374 0.91342
H: 3.43876 -4.00546 3.36331
H: 3.88344 -4.41774 5.74320
H: 2.57945 -3.16552 7.47364
H: 0.88947 -1.47818 6.80263
H: 0.58088 -0.95651 4.39136
H: -0.03870 -3.85892 3.47311
H: -1.35597 -5.91177 3.04801
H: -1.70981 -6.64567 0.68290
H: -0.41718 -5.57836 -1.17607
H: 0.93156 -3.58447 -0.69452

***

[3]
Entry from the OMol25 dataset: an isolated ion of composition C4H6N3O and charge +1 in a non-equilibrium geometry (ωB97M-V/def2-TZVPD).

HOMO energy (alpha / beta) = -10.62 / -15.40 eV
energy above the lowest of the compared OMol25 structures with the same formula, charge and spin = 70.37 kcal/mol
charge = +1
M = 112.112 g/mol
spin multiplicity = 3
<S²> = 2.015

Positions of all 14 atoms, in Å:
C: -0.04112 -1.00859 -0.24138
C: 2.46417 -0.75510 2.18853
C: 0.27531 1.50091 -0.23353
C: -1.91687 0.30217 -0.95290
N: 1.00309 -1.42500 0.43181
N: 1.70691 -0.91307 1.31851
N: -0.71280 0.12905 -0.21634
O: 1.44061 1.44766 0.06466
H: -0.54441 -1.82191 -0.78939
H: 3.31336 -0.73476 2.85214
H: -0.31540 2.31540 -0.70747
H: -2.51994 1.05256 -0.61001
H: -2.57386 -0.61979 -1.12436
H: -1.57905 0.53048 -1.98026

***

[4]
Entry from the OMol25 dataset: C20H32BrO10PbS2 as an isolated structure in a non-equilibrium geometry (ωB97M-V/def2-TZVPD).

HOMO energy (alpha / beta) = -1.54 / -1.53 eV
energy above the lowest of the compared OMol25 structures with the same formula, charge and spin = 0.00 kcal/mol
charge = -2
M = 783.704 g/mol
spin multiplicity = 2
<S²> = 0.780

Positions of all 66 atoms, in Å:
Pb: 0.52335 0.45886 0.30083
C: 3.42759 3.19923 0.17139
C: 2.07113 3.69858 0.70517
C: 2.05647 5.27817 0.68709
O: 0.92072 3.08609 0.21200
H: 3.66186 2.29769 0.73746
H: 4.21039 3.91450 0.42384
H: 3.51711 3.06178 -0.90620
H: 2.13830 3.50592 1.77591
H: 1.61575 5.62373 1.62221
H: 1.39542 5.61239 -0.11254
H: 2.96918 5.87322 0.71835
C: -2.95429 0.03309 3.16715
C: -1.70201 0.97251 3.14565
C: -0.50649 0.12217 3.80479
O: -1.35638 1.61046 1.91944
H: -3.10007 -0.39034 4.16091
H: -2.75886 -0.83752 2.54110
H: -3.82463 0.57721 2.80037
H: -1.84723 1.77512 3.86872
H: -0.73209 -0.53342 4.64587
H: 0.17702 0.88751 4.17242
H: -0.03684 -0.56433 3.10033
Br: 3.02802 -0.83321 1.17058
C: -2.50140 -0.32878 -1.78896
C: -2.51633 0.90587 -1.35824
C: -3.83482 1.64462 -1.04870
O: -3.83369 2.88318 -0.78755
C: -5.02887 0.99118 -1.12788
C: -5.07455 -0.41233 -1.51050
C: -3.71905 -1.09802 -1.98300
O: -3.68986 -2.19436 -2.53643
O: -6.03891 -1.16650 -1.66528
O: -1.32387 1.46655 -1.34929
H: -1.56168 -0.74500 -2.12072
H: -5.91521 1.58513 -0.96051
C: 1.06708 -4.20010 2.87260
C: -0.27896 -3.75483 3.34704
C: -1.36089 -3.89683 2.22649
S: -0.47393 -3.46235 0.68124
O: -0.39754 -1.99075 0.70358
O: -0.95153 -4.14084 -0.51880
C: 1.14637 -4.26721 1.22933
H: 1.36460 -5.17038 3.27025
H: 1.76882 -3.46417 3.26512
H: -0.23306 -2.73809 3.73720
H: -0.76904 -4.19507 4.21544
H: -2.19862 -3.20440 2.30933
H: -1.61082 -4.95626 2.16974
H: 1.96567 -3.85837 0.63797
H: 1.08459 -5.31642 0.94047
C: 3.21059 1.00383 -4.21472
C: 1.83799 1.66221 -4.21286
C: 0.75844 0.57292 -4.30216
S: 1.46920 -0.79085 -3.19692
O: 1.22927 -2.12784 -3.85112
O: 1.14527 -0.56101 -1.81820
C: 3.24257 -0.27172 -3.39549
H: 4.01557 1.63062 -3.83098
H: 3.46416 0.83930 -5.26196
H: 1.89215 2.47970 -4.93181
H: 1.62708 2.20495 -3.29143
H: 0.65236 0.24919 -5.33756
H: -0.07039 1.03843 -3.76884
H: 3.86718 -1.02789 -3.87106
H: 3.68064 -0.24671 -2.39771

***

Question: energy above the lowest of the compared OMol25 structures with the same formula, charge and spin of number 3 (C4H6N3O)?
Answer: 70.37 kcal/mol

***

Question: What is the formula in the third record?
Answer: C4H6N3O

***

Copy entry 4 word for word.
Entry from the OMol25 dataset: C20H32BrO10PbS2 as an isolated structure in a non-equilibrium geometry (ωB97M-V/def2-TZVPD).

HOMO energy (alpha / beta) = -1.54 / -1.53 eV
energy above the lowest of the compared OMol25 structures with the same formula, charge and spin = 0.00 kcal/mol
charge = -2
M = 783.704 g/mol
spin multiplicity = 2
<S²> = 0.780

Positions of all 66 atoms, in Å:
Pb: 0.52335 0.45886 0.30083
C: 3.42759 3.19923 0.17139
C: 2.07113 3.69858 0.70517
C: 2.05647 5.27817 0.68709
O: 0.92072 3.08609 0.21200
H: 3.66186 2.29769 0.73746
H: 4.21039 3.91450 0.42384
H: 3.51711 3.06178 -0.90620
H: 2.13830 3.50592 1.77591
H: 1.61575 5.62373 1.62221
H: 1.39542 5.61239 -0.11254
H: 2.96918 5.87322 0.71835
C: -2.95429 0.03309 3.16715
C: -1.70201 0.97251 3.14565
C: -0.50649 0.12217 3.80479
O: -1.35638 1.61046 1.91944
H: -3.10007 -0.39034 4.16091
H: -2.75886 -0.83752 2.54110
H: -3.82463 0.57721 2.80037
H: -1.84723 1.77512 3.86872
H: -0.73209 -0.53342 4.64587
H: 0.17702 0.88751 4.17242
H: -0.03684 -0.56433 3.10033
Br: 3.02802 -0.83321 1.17058
C: -2.50140 -0.32878 -1.78896
C: -2.51633 0.90587 -1.35824
C: -3.83482 1.64462 -1.04870
O: -3.83369 2.88318 -0.78755
C: -5.02887 0.99118 -1.12788
C: -5.07455 -0.41233 -1.51050
C: -3.71905 -1.09802 -1.98300
O: -3.68986 -2.19436 -2.53643
O: -6.03891 -1.16650 -1.66528
O: -1.32387 1.46655 -1.34929
H: -1.56168 -0.74500 -2.12072
H: -5.91521 1.58513 -0.96051
C: 1.06708 -4.20010 2.87260
C: -0.27896 -3.75483 3.34704
C: -1.36089 -3.89683 2.22649
S: -0.47393 -3.46235 0.68124
O: -0.39754 -1.99075 0.70358
O: -0.95153 -4.14084 -0.51880
C: 1.14637 -4.26721 1.22933
H: 1.36460 -5.17038 3.27025
H: 1.76882 -3.46417 3.26512
H: -0.23306 -2.73809 3.73720
H: -0.76904 -4.19507 4.21544
H: -2.19862 -3.20440 2.30933
H: -1.61082 -4.95626 2.16974
H: 1.96567 -3.85837 0.63797
H: 1.08459 -5.31642 0.94047
C: 3.21059 1.00383 -4.21472
C: 1.83799 1.66221 -4.21286
C: 0.75844 0.57292 -4.30216
S: 1.46920 -0.79085 -3.19692
O: 1.22927 -2.12784 -3.85112
O: 1.14527 -0.56101 -1.81820
C: 3.24257 -0.27172 -3.39549
H: 4.01557 1.63062 -3.83098
H: 3.46416 0.83930 -5.26196
H: 1.89215 2.47970 -4.93181
H: 1.62708 2.20495 -3.29143
H: 0.65236 0.24919 -5.33756
H: -0.07039 1.03843 -3.76884
H: 3.86718 -1.02789 -3.87106
H: 3.68064 -0.24671 -2.39771